(1)
Molecular formula: C46H37N5O2OsS2
Method: DFT, ωB97M-V with the def2-TZVPD basis set

Output
calculated total energy: -83972.53832 eV
net charge: +2
orbital gap (spin up / spin down): 5.37 / 5.37 eV
HOMO energy (spin up / spin down): -12.60 / -12.60 eV
strongest force on any atom: 0.4 eV Å⁻¹
E_LUMO (spin up / spin down): -7.2 / -7.2 eV

```
93
Properties=species:S:1:pos:R:3:forces:R:3
Os 0.34708 0.26676 0.30661 0.00 0.11 0.03
C 2.37814 2.50130 1.50995 0.03 -0.01 -0.01
O 1.30730 1.55932 1.71592 -0.08 0.01 0.03
C 0.73656 1.43215 2.97998 0.02 0.00 0.01
C 1.17453 2.14400 4.07799 0.00 0.01 0.00
C 0.54323 1.93990 5.29935 -0.01 -0.01 0.00
C -0.50499 1.03914 5.41258 0.01 0.01 0.00
C -0.93750 0.32933 4.30512 -0.02 -0.01 0.00
C -0.31528 0.51931 3.07935 0.02 0.00 0.01
N -0.69572 -0.16648 1.87940 -0.04 0.06 0.06
N -1.69236 -0.97207 2.01022 0.00 -0.02 0.05
C -2.27362 -1.57943 0.97737 -0.01 -0.04 -0.05
C -1.95894 -1.35078 -0.39989 0.00 0.00 0.03
O -0.95009 -0.63202 -0.79318 0.03 -0.02 -0.11
C -2.76806 -1.91239 -1.42428 -0.02 0.01 0.03
C -3.79515 -2.73140 -1.10111 0.01 0.00 -0.02
C -4.11871 -3.05308 0.25599 -0.02 0.00 0.01
C -5.17758 -3.92719 0.55054 0.01 0.00 -0.01
C -5.48499 -4.23056 1.85390 0.00 0.00 0.01
C -4.73928 -3.66415 2.89425 0.00 0.00 -0.01
C -3.69931 -2.80364 2.62698 0.01 0.00 0.01
C -3.37177 -2.48222 1.30295 0.02 0.02 -0.01
H 3.23691 2.22242 2.11895 0.00 0.00 0.00
H 2.03387 3.50431 1.75674 0.00 0.00 0.00
H 2.63317 2.43357 0.45707 0.00 0.00 0.00
H 1.99075 2.84730 4.00240 0.00 0.00 0.00
H 0.87978 2.49363 6.16480 0.00 0.00 0.00
H -0.98820 0.88711 6.36723 0.00 0.00 0.00
H -1.75358 -0.37352 4.37690 0.00 0.00 0.00
H -2.50881 -1.68370 -2.44867 0.00 0.00 0.00
H -4.39326 -3.17637 -1.88735 0.00 0.00 0.00
H -5.74564 -4.35889 -0.26373 0.00 0.00 0.00
H -6.29875 -4.90623 2.07813 0.00 0.00 0.00
H -4.98121 -3.90780 3.91997 0.00 0.00 0.00
H -3.12451 -2.37941 3.43680 0.00 -0.01 0.00
S -3.70626 3.72608 2.35842 0.00 0.00 -0.01
C -4.69904 5.05290 2.75968 0.00 0.00 0.00
C -4.55076 6.08284 1.88251 0.00 0.00 0.00
C -3.61105 5.79273 0.86382 0.01 0.01 0.00
C -3.06077 4.54533 0.98414 -0.01 -0.01 0.00
C -2.06308 3.92071 0.11767 0.01 -0.01 0.00
C -1.40046 2.75251 0.53206 -0.01 0.03 -0.01
N -0.49384 2.13854 -0.21420 0.02 -0.01 0.01
C -0.15449 2.65671 -1.41399 -0.01 -0.02 0.00
C -0.74862 3.81589 -1.91415 -0.01 0.01 -0.01
C -0.31485 4.29770 -3.19842 0.01 -0.01 0.01
C 0.66571 3.66586 -3.87853 -0.01 0.00 0.00
C 1.30882 2.49070 -3.35078 0.02 0.01 -0.04
C 2.37152 1.83175 -3.98544 -0.01 -0.01 0.03
C 2.96021 0.73913 -3.37944 -0.01 0.02 -0.01
C 2.43626 0.31536 -2.14062 0.06 -0.02 -0.02
N 1.41698 0.89209 -1.53368 -0.02 -0.06 0.05
C 0.87273 1.98693 -2.12698 -0.02 0.01 -0.01
C 4.07814 -0.00170 -3.96004 -0.01 0.02 0.00
C 4.97206 -0.81559 -3.31279 0.00 -0.01 0.00
C 5.93489 -1.37586 -4.18575 0.00 0.00 0.00
C 5.75180 -0.98188 -5.47706 0.00 0.00 0.00
S 4.42071 0.06749 -5.64449 0.00 -0.01 0.00
C -1.72656 4.43356 -1.12569 -0.01 0.00 0.00
H -5.34514 5.00021 3.62093 0.00 0.00 0.00
H -5.08972 7.01452 1.96143 0.00 0.00 0.00
H -3.34927 6.49587 0.08605 0.00 0.00 0.00
H -1.61829 2.31150 1.49696 0.01 0.00 0.00
H -0.78281 5.18490 -3.60415 0.00 0.00 0.00
H 0.99538 4.04151 -4.83845 0.00 0.00 0.00
H 2.74050 2.20228 -4.93438 0.00 0.00 0.00
H 2.87931 -0.53242 -1.64216 0.00 0.06 0.00
H 4.96690 -0.99135 -2.24526 0.00 0.00 0.00
H 6.72931 -2.03540 -3.87144 0.00 0.00 0.00
H 6.33086 -1.25745 -6.34366 0.00 0.00 0.00
H -2.22147 5.32079 -1.49963 0.00 0.00 0.00
C 0.38712 -4.35346 -2.64839 -0.10 0.03 -0.10
N 0.88952 -3.85119 -1.38992 0.37 -0.21 -0.04
C 0.05692 -4.19031 -0.26322 -0.15 0.01 0.12
C 1.41038 -2.50400 -1.47303 -0.06 0.13 0.04
C 2.14978 -2.12660 -0.20106 0.02 -0.08 0.05
C 3.14790 -3.03899 0.15213 -0.04 -0.02 0.03
C 3.91383 -2.88728 1.28892 0.02 0.00 0.01
C 3.67639 -1.81025 2.13567 -0.01 0.01 -0.01
C 2.69623 -0.89753 1.81224 -0.03 -0.04 0.00
C 1.89948 -1.01814 0.65089 0.13 0.00 -0.17
H 0.31316 -5.44048 -2.61014 -0.03 0.01 0.02
H 1.07402 -4.09147 -3.45351 0.02 -0.02 0.00
H -0.60732 -3.95658 -2.91165 0.01 0.04 0.02
H -0.10352 -5.26892 -0.25803 0.03 0.00 0.01
H -0.94068 -3.72367 -0.27829 -0.02 0.03 -0.06
H 0.54468 -3.92685 0.67650 0.00 0.02 -0.01
H 0.66723 -1.74836 -1.75617 -0.05 -0.08 0.06
H 2.15217 -2.51394 -2.28093 -0.04 0.02 -0.06
H 3.29722 -3.89480 -0.49469 -0.01 0.00 0.00
H 4.69224 -3.60309 1.51846 0.00 0.00 0.00
H 4.25578 -1.68391 3.04037 0.00 0.01 0.00
H 2.54786 -0.08316 2.50215 -0.01 0.02 0.02
```
Positions in Å, forces in eV/Å.

=====

(2)
Molecular formula: C46H38AlF3N2OPSi
Method: DFT, ωB97M-V with the def2-TZVPD basis set

Output
calculated total energy: -85264.98053 eV
net charge: +1
orbital gap: 7.86 eV
HOMO energy: -11.19 eV
strongest force on any atom: 0.8 eV Å⁻¹
E_LUMO: -3.3 eV

```
93
Properties=species:S:1:pos:R:3:forces:R:3
Al 0.28127 -0.12375 0.33004 -0.32 -0.08 0.32
N -1.50010 -0.37561 1.47091 0.12 -0.18 0.35
C -1.25895 -1.27866 2.58403 0.07 0.16 -0.39
C -2.14233 -1.52033 3.58947 -0.15 -0.06 0.14
C -1.80933 -2.41923 4.63038 -0.09 0.06 -0.07
C -0.59984 -3.04732 4.63897 0.06 -0.08 -0.05
C 0.34113 -2.79539 3.61232 0.06 -0.17 0.03
C 1.63225 -3.36981 3.58347 -0.08 -0.06 0.13
C 2.50648 -3.02575 2.59712 0.01 0.03 -0.13
C 2.09439 -2.11086 1.61691 -0.13 0.00 0.08
N 0.88419 -1.58629 1.57805 0.05 -0.03 0.14
C 0.00220 -1.90593 2.58412 0.20 0.07 -0.34
H -1.72009 0.55446 1.83029 -0.03 0.06 -0.02
H -2.30179 -0.68095 0.92698 -0.01 -0.06 -0.05
H -3.10464 -1.02096 3.59151 0.02 -0.02 0.01
H -2.52408 -2.60256 5.42187 0.00 0.01 -0.04
H -0.33766 -3.73436 5.43484 0.00 0.02 -0.03
H 1.92335 -4.06263 4.36520 -0.03 0.03 -0.02
H 3.51298 -3.41977 2.56409 -0.04 0.02 -0.01
H 2.79528 -1.78046 0.86375 -0.01 -0.06 0.00
F -0.63960 -1.79596 -0.93026 -0.26 0.28 -0.25
C -0.94180 -0.38264 -1.28430 0.44 -0.58 0.20
F -0.59586 -0.28771 -2.56740 0.05 0.07 -0.02
F -2.28197 -0.33262 -1.26096 -0.14 0.09 0.10
O 0.68871 1.30518 1.19407 0.29 0.09 -0.50
Si 0.94031 2.06888 2.60943 -0.16 -0.06 -0.08
C 1.46392 0.82510 3.90941 0.14 -0.07 0.39
C 0.58870 0.32951 4.88681 0.16 -0.01 -0.02
C 1.02797 -0.55631 5.86689 0.06 0.16 -0.03
C 2.35488 -0.96529 5.89128 -0.03 0.06 -0.02
C 3.23934 -0.50176 4.92383 -0.09 0.03 -0.01
C 2.79653 0.38212 3.94810 -0.13 -0.01 0.03
C 2.24481 3.38361 2.45096 0.25 0.05 0.08
C 2.42185 4.07315 1.24797 0.05 -0.02 0.01
C 3.37338 5.07565 1.12393 0.03 0.01 0.04
C 4.16308 5.41827 2.21567 -0.03 -0.02 -0.01
C 3.99463 4.75954 3.42707 -0.09 -0.07 -0.04
C 3.04350 3.74948 3.54201 0.08 0.06 -0.12
C -0.69504 2.83626 3.07531 -0.20 0.11 0.26
C -1.72218 2.97491 2.13644 -0.01 0.05 -0.07
C -2.94446 3.55002 2.47073 0.06 0.01 0.04
C -3.15552 4.01220 3.76150 0.02 0.00 0.02
C -2.13933 3.91463 4.70640 0.05 -0.04 -0.04
C -0.92359 3.33421 4.36569 -0.14 0.00 -0.08
H -0.45255 0.63635 4.88911 0.07 0.06 0.02
H 0.33566 -0.91528 6.61889 0.02 0.02 0.00
H 2.70219 -1.63620 6.66741 0.00 0.00 0.00
H 4.27595 -0.81770 4.93766 -0.02 0.01 0.01
H 3.50861 0.74606 3.21259 -0.03 0.02 0.01
H 1.81418 3.81703 0.38909 -0.06 -0.04 -0.09
H 3.49884 5.59065 0.17782 -0.01 -0.03 0.06
H 4.90573 6.20176 2.12272 -0.03 -0.03 0.01
H 4.60499 5.03004 4.28065 -0.03 -0.02 -0.03
H 2.93450 3.23538 4.49198 0.00 0.02 -0.03
H -1.55020 2.67459 1.10526 -0.01 -0.07 0.05
H -3.72152 3.65357 1.72256 0.03 -0.01 0.02
H -4.10336 4.46463 4.02741 0.04 -0.02 0.00
H -2.29601 4.29394 5.70935 0.01 -0.01 -0.04
H -0.14238 3.27399 5.11788 -0.03 -0.02 -0.03
C 6.44405 0.01063 0.59594 -0.03 0.02 0.03
C 6.15913 -1.06350 -0.23572 -0.07 0.01 0.00
C 4.89681 -1.19072 -0.81009 0.08 0.05 0.02
C 3.91498 -0.23843 -0.54424 0.05 0.01 -0.16
C 4.20626 0.83645 0.29557 0.07 0.00 0.02
C 5.46536 0.96533 0.85884 0.02 -0.06 0.05
P 2.24848 -0.25208 -1.29200 0.00 0.22 -0.10
C 2.22702 -1.64693 -2.45790 -0.11 -0.04 -0.02
C 2.37434 -2.95097 -1.97840 0.00 -0.01 -0.03
C 2.31032 -4.03494 -2.83936 -0.02 0.06 0.01
C 2.07765 -3.82983 -4.19279 0.01 0.00 -0.01
C 1.90605 -2.54178 -4.67463 -0.02 0.02 0.01
C 1.97426 -1.45435 -3.81299 0.04 0.00 -0.04
C 2.26675 1.27069 -2.29866 0.08 -0.08 0.05
C 1.26574 2.23120 -2.19244 -0.01 -0.01 0.06
C 1.32676 3.39822 -2.94582 0.01 -0.04 0.03
C 2.38870 3.60782 -3.81082 0.04 -0.03 -0.02
C 3.39821 2.65536 -3.91759 -0.03 0.04 0.01
C 3.33993 1.49626 -3.16290 0.06 0.02 0.00
H 7.43119 0.10923 1.03253 -0.06 0.00 -0.03
H 6.92436 -1.79935 -0.45509 -0.06 0.04 0.02
H 4.69507 -2.02035 -1.47603 0.01 0.04 0.00
H 3.45576 1.59063 0.49033 -0.09 0.09 0.04
H 5.67763 1.81462 1.50009 0.00 -0.06 -0.05
H 2.54843 -3.13739 -0.92717 -0.02 0.02 0.08
H 2.43281 -5.03878 -2.45288 0.00 0.03 0.00
H 2.02438 -4.67454 -4.86801 0.00 0.03 0.02
H 1.71067 -2.37705 -5.72636 0.00 0.00 0.02
H 1.81957 -0.45665 -4.20266 0.01 -0.02 0.01
H 0.43604 2.08849 -1.51295 -0.03 -0.03 0.03
H 0.54404 4.14148 -2.85405 0.03 -0.05 0.00
H 2.43453 4.51431 -4.40262 0.01 -0.04 0.04
H 4.23418 2.82203 -4.58475 -0.02 -0.01 0.01
H 4.13921 0.76672 -3.23563 -0.02 0.01 -0.01
```
Positions in Å, forces in eV/Å.